Entry 1:
Formula: C26H73MgN6O12
Source: the OMol25 dataset
Level of theory: the ωB97M-V functional and the def2-TZVPD basis

The geometry in XYZ format:
```
118
Properties=species:S:1:pos:R:3
Mg 2.805 -1.627 -2.940
C -0.551 -0.800 -0.119
C 0.975 -0.795 -0.558
O 1.383 -1.711 -1.589
H -0.734 -1.636 0.556
H -1.287 -0.750 -0.921
H -0.783 0.044 0.531
H 1.525 -0.804 0.383
H 1.326 0.142 -0.990
C -1.620 3.703 -1.411
O -0.652 4.281 -1.934
N -1.520 2.542 -0.832
N -2.863 4.188 -1.348
H -0.652 2.029 -0.902
H -2.319 2.191 -0.325
H -3.195 4.952 -1.919
H -3.599 3.610 -0.968
C 1.725 1.237 -3.702
O 2.623 0.453 -3.286
N 1.853 2.501 -3.888
N 0.485 0.933 -3.836
H 1.032 3.047 -4.107
H 2.757 2.917 -3.717
H 0.265 0.004 -3.506
H -0.219 1.606 -4.102
C 1.770 1.438 2.668
C 1.607 2.768 1.952
O 1.971 3.896 2.754
H 2.651 0.855 2.400
H 0.930 0.844 2.307
H 1.702 1.589 3.745
H 0.615 2.934 1.532
H 2.368 2.730 1.173
H 1.516 4.661 2.395
C -1.127 -4.701 -0.974
C -1.152 -5.675 0.262
O 0.211 -6.157 0.392
H -0.282 -4.014 -0.917
H -2.014 -4.093 -1.151
H -0.865 -5.373 -1.791
H -1.823 -6.531 0.198
H -1.388 -5.138 1.181
H 0.628 -5.389 0.790
C 1.327 -2.202 3.285
C 2.357 -2.964 2.500
O 1.854 -3.554 1.333
H 0.776 -1.481 2.680
H 1.776 -1.674 4.126
H 0.526 -2.824 3.685
H 2.621 -3.843 3.089
H 3.215 -2.353 2.222
H 1.917 -2.949 0.591
C -4.292 -1.369 1.013
C -4.268 -2.829 0.604
O -4.393 -2.947 -0.842
H -3.476 -0.875 0.486
H -4.216 -1.240 2.092
H -5.281 -0.965 0.796
H -4.956 -3.506 1.110
H -3.273 -3.152 0.910
H -5.337 -2.847 -0.990
C -3.208 -0.577 -4.608
C -3.176 0.309 -3.463
O -4.279 1.168 -3.445
H -4.150 -1.084 -4.819
H -2.296 -1.172 -4.556
H -3.099 0.161 -5.402
H -2.228 0.834 -3.344
H -3.319 -0.311 -2.577
H -4.491 1.375 -2.532
C 6.242 1.971 -2.415
O 6.527 0.665 -1.979
C 6.061 0.456 -0.691
C 4.637 -0.114 -0.792
N 4.449 -1.147 -1.846
C 4.913 -2.455 -1.325
C 4.747 -3.636 -2.260
O 3.290 -3.636 -2.467
C 2.647 -4.907 -2.363
H 6.540 2.095 -3.456
H 6.736 2.732 -1.811
H 5.165 2.073 -2.550
H 6.284 1.249 0.022
H 6.822 -0.259 -0.380
H 3.986 0.760 -0.816
H 4.418 -0.470 0.215
H 5.165 -0.821 -2.480
H 4.491 -2.706 -0.352
H 5.973 -2.408 -1.077
H 5.186 -4.516 -1.790
H 5.192 -3.493 -3.244
H 3.082 -5.550 -3.129
H 1.655 -4.740 -2.784
H 2.774 -5.365 -1.382
C -4.991 6.896 2.677
O -3.932 5.973 3.165
C -3.260 5.344 2.027
C -2.332 4.245 2.526
N -2.960 2.945 2.656
C -1.889 2.108 3.203
C -2.270 0.676 3.415
O -1.407 -0.201 4.115
C -2.042 -1.484 4.369
H -5.584 7.506 3.359
H -5.755 6.232 2.271
H -4.599 7.535 1.886
H -2.527 5.955 1.500
H -4.018 5.064 1.295
H -2.053 4.606 3.516
H -1.439 4.181 1.904
H -3.706 3.026 3.331
H -1.650 2.464 4.206
H -0.995 2.062 2.581
H -2.451 0.137 2.485
H -3.249 0.636 3.893
H -1.790 -2.180 3.569
H -3.120 -1.543 4.518
H -1.669 -1.993 5.258
```

- Largest force on an atom: 5.02 eV Å⁻¹
- Multiplicity: 2
- Net charge: 0
- DFT total energy: -2465.733998 hartree
- LUMO (spin up / spin down): 0.1 / 0.1 eV



Entry 2:
Formula: C26H74N6O12
Source: the OMol25 dataset
Level of theory: the ωB97M-V functional and the def2-TZVPD basis

The geometry in XYZ format:
```
118
Properties=species:S:1:pos:R:3
C 1.408 5.571 -3.072
C 0.030 5.024 -2.567
C -0.664 4.313 -3.709
O -1.877 3.694 -3.246
C -3.070 4.426 -3.652
N 0.167 3.932 -1.459
H 0.584 4.403 -0.627
H -0.740 3.467 -1.293
H 0.918 3.286 -1.636
H 1.589 6.520 -2.585
H 1.392 5.738 -4.104
H 2.232 4.851 -2.878
H -0.601 5.772 -2.105
H 0.017 3.547 -4.070
H -0.849 4.969 -4.506
H -3.942 3.828 -3.476
H -3.013 4.630 -4.721
H -3.176 5.359 -3.071
C -5.327 -0.969 2.179
C -3.760 -1.049 1.938
C -2.809 -0.949 3.195
O -2.882 0.271 3.864
C -4.018 0.782 4.678
N -3.540 -2.398 1.285
H -4.350 -2.553 0.697
H -2.740 -2.400 0.553
H -3.540 -3.133 1.992
H -5.566 -1.375 3.155
H -5.780 -1.545 1.403
H -5.656 0.079 2.263
H -3.518 -0.282 1.176
H -1.834 -0.921 2.825
H -3.064 -1.771 3.807
H -4.620 0.009 5.158
H -4.694 1.352 4.017
H -3.534 1.413 5.397
C 0.448 2.293 11.553
C 1.324 2.942 10.485
C 0.878 2.759 9.055
O 1.837 3.483 8.244
C 1.508 3.675 6.914
N 1.617 4.359 10.735
H 0.799 4.952 10.883
H 2.167 4.460 11.609
H 2.241 4.735 10.024
H 0.718 1.220 11.545
H -0.572 2.334 11.233
H 0.523 2.743 12.584
H 2.365 2.549 10.563
H -0.112 2.957 8.682
H 1.076 1.693 8.835
H 1.422 2.762 6.369
H 2.195 4.352 6.394
H 0.488 4.132 6.789
C -3.202 0.446 -4.417
C -2.398 0.017 -3.236
C -0.941 -0.404 -3.414
O -0.221 0.702 -3.931
C 1.175 0.423 -4.050
N -2.389 1.214 -2.212
H -1.617 1.189 -1.528
H -2.303 2.046 -2.794
H -3.343 1.200 -1.779
H -3.671 -0.329 -4.918
H -2.454 0.828 -5.119
H -3.984 1.126 -4.197
H -2.803 -0.847 -2.759
H -0.964 -1.265 -4.110
H -0.407 -0.714 -2.503
H 1.168 -0.621 -4.429
H 1.723 0.398 -3.095
H 1.535 1.150 -4.759
C 6.550 0.474 -1.022
C 5.344 1.279 -1.562
C 5.478 1.633 -3.061
O 4.408 2.549 -3.302
C 4.289 2.968 -4.737
N 4.066 0.499 -1.510
H 4.139 -0.114 -2.340
H 4.035 0.022 -0.617
H 3.302 1.189 -1.485
H 7.339 1.197 -0.700
H 7.022 -0.171 -1.777
H 6.383 -0.071 -0.091
H 5.176 2.229 -1.091
H 5.402 0.755 -3.752
H 6.461 2.112 -3.203
H 3.274 3.418 -4.824
H 4.483 2.132 -5.365
H 5.022 3.740 -4.869
C -0.908 -7.418 -4.506
C -0.696 -8.372 -3.398
C 0.769 -8.697 -3.100
O 1.072 -8.971 -1.766
C 2.088 -8.191 -1.196
N -1.399 -7.861 -2.137
H -1.269 -8.448 -1.305
H -1.189 -6.890 -1.879
H -2.403 -7.822 -2.406
H -1.956 -7.060 -4.642
H -0.554 -7.833 -5.467
H -0.341 -6.493 -4.317
H -1.285 -9.271 -3.637
H 1.373 -7.847 -3.464
H 0.963 -9.576 -3.736
H 1.538 -7.320 -0.707
H 2.767 -7.773 -1.956
H 2.673 -8.792 -0.482
O 1.185 -0.185 -0.616
C 0.905 1.172 -0.521
O -0.311 1.504 -0.475
O 1.880 1.950 -0.693
H 0.388 -0.687 -0.371
O -3.336 -3.291 -2.077
C -2.191 -3.477 -1.289
O -1.669 -4.567 -1.304
O -1.927 -2.377 -0.670
H -3.343 -4.099 -2.624
```

- Largest force on an atom: 3.55 eV Å⁻¹
- Net charge: +4
- ΔE to the lowest compared entry with this formula, charge and spin: 0.00 kcal/mol
- DFT total energy: -2265.175344 hartree
- LUMO: -7.0 eV